{"formula": "C6H10", "method": "ωB97M-V/def2-TZVPD", "total_charge": 0, "homo_lumo_gap_ev": 11.044, "symbols": ["C", "H", "H", "H", "C", "H", "H", "C", "C", "H", "C", "H", "C", "H", "H", "H"], "coordinates": [[0.666918, -1.141565, 0.144292], [2.715247, -0.296014, -0.335498], [0.788857, 1.950638, 0.043097], [-2.125027, -1.032995, -0.899407], [0.826597, 0.957761, -0.417517], [-1.790957, -0.399086, 1.530117], [0.506351, -1.759460, 1.034224], [1.792796, -0.078766, 0.211066], [-1.700809, -0.056190, -0.677993], [0.767408, -1.801658, -0.724730], [-0.323993, -0.000746, -0.099980], [0.987048, 1.078981, -1.494897], [-1.501110, 0.320199, 0.767462], [-2.000675, 0.723993, -1.374020], [-1.662879, 1.357629, 1.051794], [2.054234, 0.177281, 1.241983]], "atomic_forces_ev_per_a": [[-0.067, -0.163, 0.032], [-0.170, 0.034, 0.067], [-0.001, -0.156, -0.048], [0.094, 0.137, 0.067], [-0.036, 0.161, -0.061], [0.062, 0.077, -0.145], [0.021, 0.113, -0.118], [0.170, 0.003, 0.054], [-0.044, -0.055, -0.222], [-0.019, 0.114, 0.091], [-0.037, -0.006, -0.012], [-0.033, -0.052, 0.138], [-0.009, 0.069, 0.245], [0.083, -0.094, 0.130], [0.050, -0.151, -0.080], [-0.064, -0.031, -0.138]], "mulliken_charge": [-0.706, 0.293, 0.307, 0.236, -0.701, 0.242, 0.307, -0.469, -0.628, 0.249, 0.750, 0.249, -0.831, 0.237, 0.243, 0.224]}

{"formula": "C18H28BeBrN5O3S", "method": "ωB97M-V/def2-TZVPD", "total_charge": 2, "homo_lumo_gap_ev": 3.798, "symbols": ["N", "H", "H", "C", "H", "C", "H", "C", "C", "H", "H", "N", "O", "N", "H", "C", "C", "C", "H", "H", "H", "H", "H", "H", "C", "H", "C", "H", "C", "H", "H", "N", "H", "C", "H", "O", "H", "H", "Be", "H", "Br", "C", "S", "H", "C", "C", "C", "H", "H", "N", "H", "C", "C", "H", "C", "H", "O"], "coordinates": [[1.922880, 0.530636, 0.589088], [-0.861735, 2.613866, 2.828490], [4.468213, 1.913592, 3.594081], [-2.496984, -0.465472, 2.847501], [-3.327853, -1.285915, 1.077907], [2.791315, 0.589401, 1.629687], [5.300990, 2.442332, 0.353427], [1.301090, -3.135717, -2.584632], [-0.280000, -3.052065, -4.379738], [3.795650, 2.267468, -1.625017], [-3.518687, -0.269360, 3.174352], [0.965241, -1.784646, -0.544144], [-0.743560, -4.941819, -6.086997], [-0.185589, 0.169719, 3.453695], [0.807968, -2.579011, 0.076859], [-1.710870, 1.962155, 2.593161], [2.349106, 1.130456, -0.547046], [0.515904, -2.229182, -1.886195], [2.228374, -3.505291, -2.153097], [-3.904382, 1.075786, 1.155759], [-1.967444, -1.780243, -4.150018], [-2.592922, 2.482538, 2.968419], [1.492355, -4.249028, -4.422196], [-0.005121, 2.333942, 0.422701], [-2.545642, -0.564047, 1.320136], [-0.960038, 1.697219, -0.690865], [0.899754, -3.551681, -3.844552], [5.011335, 0.273026, 3.234221], [-1.903543, 1.850948, 1.072514], [0.429442, 0.907587, 3.800378], [-1.093725, -1.986269, 1.035032], [-0.661157, 1.566040, 0.277122], [-3.079244, 0.720704, -0.345748], [4.363379, 1.906704, 0.425507], [5.872484, 1.662361, 2.566362], [-2.013698, -2.859156, -6.302645], [-1.884017, 0.858860, 4.423892], [-0.112407, -0.632932, 4.083311], [0.396840, -0.110715, 0.038179], [0.125587, -0.101417, 2.523498], [1.199697, 0.840622, -2.040844], [-1.614247, 0.655037, 3.387785], [-0.734547, -3.500694, -6.112659], [-2.281063, 2.821865, 0.746704], [3.998824, 1.254726, 1.608203], [-1.064177, -2.152801, -3.683027], [-0.663833, -1.736707, -2.419684], [2.510690, 0.016846, 2.505225], [-1.271545, -0.996904, -1.893246], [-1.270344, -1.046202, 0.680010], [-2.220493, -1.422738, 3.302905], [3.527955, 1.819570, -0.677130], [-2.939616, 0.786794, 0.736756], [-1.532887, -1.233796, -0.294839], [4.889518, 1.272715, 2.817468], [1.982466, -1.729800, -0.597213], [0.380172, -2.890245, -6.810720]], "atomic_forces_ev_per_a": [[1.181, 0.721, -0.534], [-0.058, 0.047, 0.041], [0.026, 0.002, 0.000], [0.247, -0.140, -0.199], [0.025, -0.019, -0.002], [-0.702, -0.376, -0.110], [0.012, 0.002, 0.030], [0.074, -0.002, 0.026], [-0.273, -0.231, -0.936], [-0.027, -0.015, 0.003], [0.005, 0.002, 0.064], [0.150, 0.337, -0.173], [0.044, -0.060, 0.149], [0.064, 0.115, 0.130], [-0.014, 0.142, 0.163], [0.316, -0.108, -0.209], [-0.349, -0.177, 0.135], [-0.046, -0.178, -0.013], [-0.054, 0.002, 0.008], [-0.028, 0.020, -0.055], [-0.014, -0.044, -0.052], [0.010, 0.019, 0.036], [-0.014, -0.001, -0.020], [-0.015, 0.021, -0.015], [-0.195, 0.113, -0.022], [0.052, 0.067, 0.031], [-0.054, 0.133, 0.256], [0.018, 0.004, -0.004], [-0.225, -0.185, 0.107], [0.069, 0.009, 0.066], [0.016, -0.007, -0.010], [0.085, 0.161, -0.157], [-0.025, -0.012, 0.006], [-0.357, -0.269, 0.026], [0.019, -0.027, 0.011], [-0.167, 0.150, 0.189], [0.085, -0.019, 0.019], [0.070, -0.051, -0.018], [-1.011, -0.989, 0.447], [0.086, -0.126, -0.092], [0.448, 0.319, -0.082], [-0.581, 0.202, -0.079], [0.397, 0.133, 0.146], [0.044, -0.003, -0.013], [0.399, 0.238, 0.022], [-0.031, 0.104, 0.241], [-0.075, -0.015, -0.038], [-0.006, 0.041, 0.119], [0.052, 0.031, -0.263], [-0.093, -0.023, 0.544], [-0.043, -0.001, 0.003], [0.287, 0.222, -0.115], [0.162, -0.042, -0.027], [0.115, -0.142, 0.132], [-0.081, -0.013, 0.041], [0.018, -0.062, -0.032], [-0.040, -0.020, 0.080]], "mulliken_charge": [0.265, 0.334, 0.314, -1.483, 0.543, -0.159, 0.473, -0.846, -0.286, 0.495, 0.487, 0.062, -0.633, -0.032, 0.472, -1.340, 0.564, 0.978, 0.431, 0.464, 0.577, 0.540, 0.416, 0.477, 0.418, 0.431, -0.883, 0.389, 0.235, 0.483, 0.453, -0.421, 0.433, -0.366, 0.407, -0.686, 0.371, 0.408, -0.621, -0.202, 0.149, 0.160, 1.279, 0.404, 0.249, -1.375, 0.059, 0.728, 0.602, -0.476, 0.385, -0.938, -1.543, -0.107, -1.421, 0.524, -0.641]}

{"formula": "C12H25BI2NO6S", "method": "ωB97M-V/def2-TZVPD", "total_charge": -1, "homo_lumo_gap_ev": 7.296, "symbols": ["H", "C", "C", "H", "H", "O", "H", "H", "H", "H", "H", "N", "C", "H", "O", "C", "H", "H", "H", "C", "S", "C", "H", "I", "I", "O", "H", "O", "H", "O", "C", "H", "O", "H", "B", "C", "C", "C", "C", "C", "H", "H", "H", "H", "H", "H", "H", "H"], "coordinates": [[-0.260258, -1.163534, -4.121137], [3.895136, 0.085571, -0.617055], [-0.789372, -2.186396, 5.013037], [-0.526638, -1.629862, -6.578480], [-1.399018, 2.206404, -2.143320], [-1.196083, 0.283560, 1.541386], [-1.635197, -3.262599, 3.319867], [-2.576033, -1.637146, -4.989205], [-2.598887, -0.504275, -3.626861], [0.158249, 1.775312, -1.421867], [3.623563, 1.416013, 0.967095], [1.730800, 0.663774, 0.424245], [0.654239, -2.276857, 4.537655], [-0.797808, -0.236027, 5.063589], [4.911385, -0.332223, -0.234514], [1.280080, 1.083752, 2.888812], [0.791581, -0.488967, -6.260232], [-2.799283, 0.099694, -5.268527], [-0.850496, 1.492117, -4.860114], [0.989693, 1.486749, 1.415176], [1.694742, -0.982798, 0.854891], [-0.700030, 2.433781, -1.348073], [-0.753614, 0.106317, -6.858713], [3.119993, -0.574249, -2.557629], [1.496183, 3.603356, 1.320081], [0.304340, 1.148966, 3.665843], [0.877266, -1.462597, 3.843006], [-0.991994, -0.950879, 5.691486], [0.772155, -1.419012, -0.025026], [-0.411147, 0.845367, -4.298537], [-1.761752, -2.314966, 3.849113], [1.338388, -2.180645, 5.381146], [2.474213, 0.758538, 3.131222], [-0.336299, 3.441441, -1.512929], [-0.564794, 1.355321, 1.023091], [-0.287243, -0.633885, -6.201893], [-1.361506, 2.318761, 0.053841], [-2.274911, -0.641666, -4.658405], [3.066308, 1.144888, 0.074936], [-0.769273, -0.450114, -4.770051], [-2.367003, 1.926566, -0.106183], [-2.796656, -2.244819, 4.191414], [0.848238, -3.228497, 4.035659], [-1.495380, 3.312816, 0.468387], [3.009578, 1.955079, -0.645985], [-0.989555, -2.975377, 5.742654], [-2.151767, 0.334176, 1.466537], [-1.594132, -1.500928, 3.140566]], "atomic_forces_ev_per_a": [[0.070, 0.106, 0.100], [-0.923, 0.300, 0.164], [0.225, 0.364, -0.286], [-0.015, 0.005, -0.015], [-0.062, -0.185, -0.136], [-0.276, -0.587, 0.241], [0.030, -0.018, 0.011], [-0.013, 0.005, -0.017], [0.026, -0.027, 0.022], [0.101, -0.189, -0.275], [0.160, 0.143, 0.126], [0.192, 0.499, -0.463], [0.045, -0.049, -0.018], [0.315, 0.067, -0.020], [1.229, -0.503, 0.105], [1.051, -0.091, 0.992], [0.011, -0.028, 0.033], [0.028, -0.032, -0.077], [-0.007, 0.042, -0.006], [-0.668, -0.271, -0.277], [-0.027, -0.376, 0.479], [0.089, 0.250, 0.496], [-0.081, -0.033, 0.007], [-0.127, 0.056, -0.218], [0.047, -0.034, -0.022], [0.178, 0.098, -0.204], [-0.032, -0.061, 0.048], [-0.296, -0.155, 0.076], [0.065, 0.199, -0.191], [0.146, -0.174, 0.113], [-0.173, 0.033, -0.079], [-0.014, -0.009, 0.018], [-0.935, 0.120, -0.422], [0.129, 0.197, -0.060], [-0.009, 0.663, 0.138], [0.145, -0.052, 0.018], [-0.002, -0.132, -0.510], [-0.015, -0.064, 0.143], [-0.086, -0.592, -0.061], [-0.265, 0.241, -0.349], [-0.215, -0.117, 0.191], [0.016, -0.049, 0.093], [-0.003, -0.019, -0.013], [0.053, 0.146, 0.217], [-0.136, 0.371, 0.060], [-0.035, 0.063, 0.113], [-0.068, -0.077, -0.282], [0.132, -0.043, -0.002]], "mulliken_charge": [0.259, -0.113, 0.277, 0.390, 0.232, -0.353, 0.351, 0.399, 0.300, 0.192, 0.408, 0.421, -0.691, 0.396, -0.471, 0.264, 0.305, 0.335, 0.305, -0.882, -0.164, -0.836, 0.344, -0.048, -0.062, -0.742, -0.134, -0.594, 0.100, -0.476, -0.442, 0.291, -0.718, 0.336, 1.105, -1.331, -0.680, -1.322, -0.333, 0.485, 0.260, 0.319, 0.355, 0.322, 0.440, 0.298, 0.250, -0.349]}